The following is a quantum chemistry calculation of C33H40MnN4P2S as an isolated structure at a distorted geometry, from OMol25.

Results
HOMO (spin up / spin down) (eV): -5.86 / -6.96
LUMO (spin up / spin down) (eV): -0.07 / -0.43
Energy relative to the best compared isomer or geometry (same formula, charge and spin) (kcal/mol): 0.0
Kohn-Sham gap (spin up / spin down) (eV): 5.7975 / 6.5279
Expectation value of S²: 8.773

Structure (ORCA input):
```
! RIJCOSX wB97M-V def2-TZVPD def2/J DEFGRID3
* xyz 0 6
Mn 0.1049 0.1455 1.8128
C 3.6363 1.6557 -3.4689
C 2.3904 1.9748 -3.8336
C 1.5993 1.1719 -4.8150
C 1.8243 -0.3677 -4.7555
C 2.0408 -0.9951 -3.4129
C 3.2417 -1.1515 -2.8561
C 4.4468 -0.7823 -3.6773
C 4.5053 0.6746 -4.1918
C -0.3196 -1.3535 3.1059
H 4.1222 2.1800 -2.6467
H 1.9754 2.9669 -3.6110
H 1.8711 1.4984 -5.8385
H 0.5246 1.3769 -4.6855
H 0.9240 -0.8140 -5.2101
H 2.6659 -0.5622 -5.4377
H 1.1730 -1.5429 -3.0393
H 3.3969 -1.7231 -1.9295
H 4.4853 -1.4304 -4.5709
H 5.3628 -0.9784 -3.1139
H 5.5478 0.9974 -4.0713
H 4.2885 0.7029 -5.2682
H 0.2263 -0.9474 3.9703
H -0.0067 -2.3779 2.8622
H -1.3927 -1.3485 3.3627
P -0.5822 -1.6315 0.1808
P -1.0000 1.4080 0.0864
N 0.7195 -2.8700 0.1164
N -2.0652 -2.6012 0.1701
N 0.6099 2.1550 0.0462
N -1.8541 2.9120 0.0562
C -0.6508 -0.8873 -1.4671
C -1.2086 0.5541 -1.5096
C 1.7206 -2.9930 1.0857
C 2.4566 -4.1286 0.8153
C 1.9341 -4.7123 -0.3767
C 0.8642 -3.9259 -0.7855
C -2.4140 -3.4154 1.2527
C -3.6429 -4.0093 0.9845
C -4.0731 -3.5530 -0.3038
C -3.0945 -2.6831 -0.7753
C 1.5654 1.9542 1.0705
C 2.7857 2.4121 0.5774
C 2.5773 2.8859 -0.7318
C 1.2509 2.6583 -1.0605
C -1.6711 4.1176 -0.6442
C -2.6063 5.0397 -0.1789
C -3.3653 4.3959 0.8582
C -2.8848 3.1054 0.9853
H -1.1717 -1.5469 -2.1806
H 0.4051 -0.8500 -1.7569
H -0.7386 1.1390 -2.3158
H -2.2968 0.5343 -1.6836
H 1.8190 -2.2563 1.8699
H 3.2875 -4.4924 1.4005
H 2.3077 -5.5943 -0.8738
H 0.2111 -4.0247 -1.6430
H -1.7696 -3.4653 2.1190
H -4.1620 -4.6725 1.6586
H -4.9938 -3.8139 -0.7965
H -3.0521 -2.1022 -1.6815
H 1.2697 1.8335 2.1202
H 3.7371 2.3885 1.0792
H 3.2970 3.3238 -1.4072
H 0.7376 2.7575 -2.0100
H -0.9006 4.2130 -1.3982
H -2.7327 6.0551 -0.5248
H -4.1690 4.8251 1.4350
H -3.1518 2.3077 1.6612
S -0.8416 1.7022 3.5690
C -1.8513 1.0588 4.7963
C -3.2172 0.7832 4.5581
C -4.0471 0.4085 5.6136
C -3.5388 0.2831 6.9147
C -2.1686 0.4830 7.1396
C -1.3320 0.8672 6.0978
H -3.6052 0.9386 3.5514
H -5.1080 0.2503 5.4143
H -4.2043 0.0504 7.7491
H -1.7470 0.3701 8.1388
H -0.2775 1.0879 6.2529
*
```



The following is a quantum chemistry calculation of an isolated molecule of C6H11N3O at a distorted geometry, from OMol25.

Results
HOMO (eV): -9.62
LUMO (eV): 1.01
Energy relative to the best compared isomer or geometry (same formula, charge and spin) (kcal/mol): 56.8
Kohn-Sham gap (eV): 10.6296
Structure (SMILES): C[C@H]1N[C@]1(C(N)=O)[C@H]1CN1

Structure (ORCA input):
```
! RIJCOSX wB97M-V def2-TZVPD def2/J DEFGRID3
* xyz 0 1
C 1.3785 -1.7010 -1.0221
C 0.2749 -1.2838 -0.0876
N 0.6099 -0.8694 1.2708
C 0.0488 0.1221 0.3574
C 1.0247 1.1844 -0.1039
N 1.7902 1.7458 0.8384
O 1.0454 1.5931 -1.2674
C -1.3351 0.6723 0.5779
C -2.2752 0.8454 -0.5523
N -2.5251 -0.1600 0.4768
H 2.3524 -1.3101 -0.7023
H 1.4419 -2.7972 -1.0575
H 1.1702 -1.3373 -2.0377
H -0.6328 -1.8864 -0.1946
H -0.0816 -1.1802 1.9490
H 2.2569 1.1420 1.5033
H 2.0593 2.7239 0.6177
H -1.3812 1.3968 1.3969
H -2.9596 1.6956 -0.5638
H -1.9392 0.5005 -1.5330
H -2.3232 -1.0964 0.1340
*
```



The following is a quantum chemistry calculation of an isolated molecule of C5H12N2 at a distorted geometry, from OMol25.

Results
HOMO (eV): -8.16
LUMO (eV): 0.94
Energy relative to the best compared isomer or geometry (same formula, charge and spin) (kcal/mol): 36.4
Kohn-Sham gap (eV): 9.0981
Structure (SMILES): CCCC/N=C\N

Structure (ORCA input):
```
! RIJCOSX wB97M-V def2-TZVPD def2/J DEFGRID3
* xyz 0 1
C 1.2507 1.6510 -1.6847
C 0.8756 1.6830 -0.2188
C -0.5293 1.0601 0.0103
C -0.4940 -0.4427 -0.3679
N -1.5504 -1.2060 0.3063
C -1.3192 -2.1697 1.1028
N -0.3416 -2.3209 2.0478
H 1.1984 0.6370 -2.0705
H 2.2243 2.0622 -1.9562
H 0.5649 2.1890 -2.3283
H 0.6683 2.6790 0.1987
H 1.5219 1.1479 0.4741
H -0.7032 0.9957 1.0846
H -1.3464 1.5385 -0.4993
H -0.6405 -0.5439 -1.4439
H 0.4362 -0.9460 -0.0331
H -1.9384 -3.0667 0.9989
H 0.4634 -1.7418 1.8571
H -0.3406 -3.2054 2.5222
*
```



The following is a quantum chemistry calculation of an isolated molecule of C11H10F2O at a distorted geometry, from OMol25.

Results
HOMO (spin up / spin down) (eV): -7.28 / -7.40
LUMO (spin up / spin down) (eV): -0.23 / -0.84
Energy relative to the best compared isomer or geometry (same formula, charge and spin) (kcal/mol): 33.1
Kohn-Sham gap (spin up / spin down) (eV): 7.0553 / 6.5577

Structure (ORCA input):
```
! RIJCOSX wB97M-V def2-TZVPD def2/J DEFGRID3
* xyz 0 1
C -1.1440 1.9538 2.3857
C -1.9851 1.1096 1.6899
C 0.2269 1.7321 2.5623
C -1.4716 -0.0166 1.1104
C 0.7329 0.6094 1.9919
C -0.1112 -0.2668 1.1487
C 0.5766 -1.4572 -1.8356
C 1.8781 -1.2255 -2.3651
C 0.6734 -1.2223 0.5435
C -0.5679 -0.8780 -2.3174
C 0.2439 -2.1382 -0.4928
O -0.7595 -0.0998 -3.3411
F 0.9530 -3.3221 -0.3536
F -1.0554 -2.5172 -0.4253
H -1.3513 2.8519 2.9909
H -3.0449 1.1833 1.5665
H 0.8518 2.3110 3.1225
H -2.0990 -0.6909 0.5700
H 1.7739 0.4918 2.0207
H 2.6736 -1.6394 -1.8174
H 2.0716 -0.6670 -3.2232
H 1.7375 -1.0434 0.7749
H -1.4410 -0.9155 -1.6582
H 0.0508 0.2569 -3.7850
*
```



The following is a quantum chemistry calculation of a 2-piece molecular cluster, C3H8OS overall at a distorted geometry, from OMol25.

Results
HOMO (eV): -9.34
LUMO (eV): -0.96
Energy relative to the best compared isomer or geometry (same formula, charge and spin) (kcal/mol): 41.5
Kohn-Sham gap (eV): 8.3750
Structure (SMILES): OCC=S.C

Structure (ORCA input):
```
! RIJCOSX wB97M-V def2-TZVPD def2/J DEFGRID3
* xyz 0 1
O 1.6296 1.7762 -0.9988
C 1.3738 1.5013 0.4295
C 0.8360 0.1626 0.7159
S 1.5591 -1.1057 -0.0430
H 1.3944 0.9093 -1.3382
H 2.2979 1.5924 0.9344
H 0.6217 2.2799 0.7591
H -0.0139 0.0188 1.3481
C -1.8976 -1.4083 -0.4364
H -2.0741 -0.8549 0.6009
H -0.8421 -1.5154 -0.5792
H -2.4437 -0.9582 -1.2013
H -2.4410 -2.3979 -0.1910
*
```



The following is a quantum chemistry calculation of a 6-piece molecular cluster, H13NO5 overall at a distorted geometry, from OMol25.

Results
HOMO (spin up / spin down) (eV): -13.43 / -13.42
LUMO (spin up / spin down) (eV): -3.91 / -10.59
Energy relative to the best compared isomer or geometry (same formula, charge and spin) (kcal/mol): 46.4
Kohn-Sham gap (spin up / spin down) (eV): 9.5190 / 2.8351
Expectation value of S²: 0.756

Structure (ORCA input):
```
! RIJCOSX wB97M-V def2-TZVPD def2/J DEFGRID3
* xyz 1 2
N 1.7033 1.7581 -0.1815
H 1.1455 2.2203 -0.8970
H 2.5864 1.6222 -0.6691
H 1.7525 2.4009 0.5890
H -2.4525 -1.4396 1.6805
H -2.6517 -0.0708 1.1427
O -2.1287 -0.8984 0.8924
H -1.1668 -4.7373 0.4535
H -0.2172 -3.8994 -0.4666
O -0.4591 -4.8313 -0.1403
H 1.5703 -0.6389 0.1382
H 2.6662 -1.4011 0.7148
O 1.8829 -1.4933 0.0504
H -0.7100 2.9667 0.6486
H -1.1411 3.4242 1.9070
O -0.3037 3.1980 1.5362
H -0.6056 0.6850 -3.2093
H -0.9382 0.1669 -1.9078
O -0.5325 0.9680 -2.2817
*
```